# 1
A gas-phase ion, C5H6BrF2N2 (charge +1) at a distorted geometry. Source: OMol25; level of theory: ωB97M-V/def2-TZVPD.

The geometry in ORCA input format:
```
! RIJCOSX wB97M-V def2-TZVPD def2/J DEFGRID3
* xyz 1 3
H 2.151 -1.147 -0.535
H 2.522 -0.457 0.869
C 0.643 0.307 -0.002
C 2.013 -0.183 -0.067
F -0.395 -2.399 -1.125
F -0.171 -2.304 1.014
C -1.612 0.692 0.069
H 1.175 2.340 -0.035
Br -3.452 0.357 0.019
C -0.831 -1.795 -0.017
C -0.946 1.881 0.142
H -1.601 2.844 0.039
N -0.604 -0.305 -0.028
H 2.647 0.641 -0.486
N 0.426 1.615 0.109
H -1.967 -2.088 0.034
*
```

The value obtained for the molar mass is 212.02 g mol⁻¹. As for the HOMO energy (alpha / beta): -9.971 / -15.645 eV. The total energy comes out at -83728.5287 eV.

# 2
A gas-phase ion, C5H6BrF2N2O (charge +1) at a distorted geometry. Source: OMol25; level of theory: ωB97M-V/def2-TZVPD.

The geometry in ORCA input format:
```
! RIJCOSX wB97M-V def2-TZVPD def2/J DEFGRID3
* xyz 1 1
H 0.026 1.466 2.502
H 1.152 1.669 -0.922
N -0.543 1.752 0.404
F -0.803 -2.706 -0.879
H -0.490 -2.935 1.143
C -0.093 0.955 1.562
F -1.946 -1.545 0.534
C -0.742 -2.136 0.262
H -0.458 1.841 -2.641
C 0.033 1.529 -0.768
Br 2.932 -0.009 -0.121
C 0.318 -0.981 0.390
C 1.347 -0.804 -0.516
H -1.483 2.212 0.531
O -0.815 1.571 -1.766
N 0.152 -0.253 1.493
H 1.412 -1.625 -1.209
*
```

The value obtained for the molar mass is 228.02 g mol⁻¹. As for the SMILES: O/C=[NH+]/C=N\C(=C/Br)C(F)F. Its relative energy (zero: lowest compared OMol25 entry of this formula, charge and spin) is 246.47 kJ/mol. As for the HOMO energy (alpha / beta): -13.364 / -13.364 eV. The total energy comes out at -85777.8106 eV.

# 3
A single C5H6BrIN2 molecule at a distorted geometry. Source: OMol25; level of theory: ωB97M-V/def2-TZVPD.

The geometry in ORCA input format:
```
! RIJCOSX wB97M-V def2-TZVPD def2/J DEFGRID3
* xyz 0 1
H 2.377 1.906 -0.082
H -2.440 -2.004 -1.251
H -1.611 -0.772 -2.235
H 2.146 0.721 -1.464
C 2.219 0.914 -0.290
C -2.005 -0.954 -1.246
Br -2.810 -0.535 2.303
H -2.826 -0.274 -0.973
H 3.083 0.404 0.040
N 1.047 0.435 0.285
C -1.346 -0.685 1.236
C 0.837 0.436 1.546
I 2.353 0.894 2.873
N 0.065 -0.045 -0.622
C -1.090 -0.442 -0.120
*
```

The value obtained for the molar mass is 300.92 g mol⁻¹. Its relative energy (zero: lowest compared OMol25 entry of this formula, charge and spin) is 439.63 kJ/mol. As for the HOMO energy (alpha / beta): -7.750 / -7.751 eV. The total energy comes out at -86399.0709 eV.

# 4
2 unconnected molecules or ions with the total composition C5H6BrINO at a distorted geometry. Source: OMol25; level of theory: ωB97M-V/def2-TZVPD.

The geometry in ORCA input format:
```
! RIJCOSX wB97M-V def2-TZVPD def2/J DEFGRID3
* xyz 1 1
C 1.369 0.874 1.102
H -1.798 -1.086 -0.765
H 1.837 2.580 -1.888
I -2.715 1.820 -0.011
C -0.005 0.871 1.031
H -1.266 -2.125 0.304
Br 3.996 1.391 -0.068
H -0.279 -1.442 -0.855
H -0.599 0.340 1.637
C 2.099 1.450 -0.005
O 0.024 2.060 -0.935
C -0.654 1.582 0.040
C 1.403 1.985 -1.034
H 1.951 0.410 1.838
N -1.104 -1.259 -0.162
*
```

The value obtained for the molar mass is 302.92 g mol⁻¹. Its relative energy (zero: lowest compared OMol25 entry of this formula, charge and spin) is 42.41 kJ/mol. As for the HOMO energy: -13.707 eV. The total energy comes out at -86954.0459 eV.

Question: What is the formula in the fourth record?
Answer: C5H6BrINO